{
  "formula": "C3H3NO3",
  "method": "ωB97M-V/def2-TZVPD",
  "largest_force_ha_per_bohr": 0.1192,
  "smiles": "ON=c1occo1",
  "e_lumo_ev": 0.8,
  "e_tot_ev": -10786.976,
  "gap_ha": 0.34556,
  "symbols": ["C", "C", "C", "H", "H", "H", "N", "O", "O", "O"],
  "coordinates": [[-0.070, 0.232, 0.477], [0.170, -0.438, -1.673], [1.321, -0.473, -1.052], [-1.871, 1.170, 2.916], [-0.448, -0.842, -2.656], [2.413, -0.589, -1.436], [-0.348, 0.637, 1.723], [-1.762, 0.649, 1.995], [-0.711, -0.032, -0.707], [1.306, -0.315, 0.413]],
  "mulliken_charge": [0.602, 0.033, -0.240, 0.357, 0.280, 0.289, -0.370, -0.401, -0.272, -0.278]
}

{
  "formula": "C41H52N5O8SSc",
  "method": "ωB97M-V/def2-TZVPD",
  "largest_force_ha_per_bohr": 0.0401,
  "e_lumo_ev": -4.9,
  "charge": 2,
  "e_tot_ev": -98713.546,
  "gap_ha": 0.18857,
  "symbols": ["Sc", "C", "C", "O", "C", "C", "O", "C", "C", "O", "C", "C", "O", "H", "H", "H", "H", "H", "H", "H", "H", "H", "H", "H", "H", "H", "H", "H", "H", "C", "O", "C", "C", "C", "C", "C", "C", "N", "C", "N", "C", "C", "C", "C", "C", "C", "O", "C", "N", "C", "C", "C", "C", "C", "C", "O", "C", "H", "H", "H", "H", "H", "H", "H", "H", "H", "H", "H", "H", "H", "H", "H", "H", "H", "H", "H", "H", "H", "H", "C", "C", "C", "N", "C", "S", "N", "C", "O", "C", "C", "C", "C", "C", "C", "H", "H", "H", "H", "H", "H", "H", "H", "H", "H", "H", "H", "H", "H"],
  "coordinates": [[8.554, 13.785, 12.140], [8.488, 13.491, 15.194], [7.100, 13.004, 14.923], [7.017, 12.668, 13.581], [5.769, 12.212, 13.074], [5.984, 12.142, 11.575], [6.569, 13.387, 11.129], [5.592, 14.458, 11.081], [6.360, 15.749, 11.333], [7.342, 15.516, 12.351], [7.262, 16.286, 13.615], [9.631, 15.521, 14.363], [9.023, 14.199, 14.074], [9.196, 12.718, 15.390], [8.426, 14.141, 16.058], [6.381, 13.780, 15.178], [6.966, 12.150, 15.590], [4.987, 12.943, 13.303], [5.539, 11.234, 13.470], [5.025, 12.017, 11.053], [6.650, 11.356, 11.259], [4.829, 14.338, 11.849], [5.129, 14.439, 10.084], [5.724, 16.571, 11.639], [6.893, 16.029, 10.386], [6.698, 15.713, 14.356], [6.717, 17.189, 13.444], [9.974, 15.442, 15.366], [10.501, 15.507, 13.715], [13.258, 17.568, 6.866], [12.599, 17.354, 8.124], [13.172, 17.771, 9.292], [14.298, 18.571, 9.368], [14.769, 18.933, 10.619], [14.153, 18.469, 11.754], [13.069, 17.637, 11.689], [12.519, 17.334, 10.447], [11.382, 16.553, 10.317], [10.424, 16.295, 11.247], [10.083, 17.282, 12.004], [9.419, 17.643, 13.193], [8.676, 16.679, 14.107], [8.372, 17.340, 15.418], [8.222, 18.682, 15.484], [8.590, 19.586, 14.426], [9.275, 19.049, 13.378], [9.850, 19.777, 12.371], [10.038, 21.147, 12.557], [9.868, 15.005, 11.254], [10.392, 14.025, 10.339], [9.511, 13.557, 9.350], [9.915, 12.521, 8.503], [11.181, 11.970, 8.660], [12.084, 12.458, 9.610], [11.668, 13.458, 10.487], [12.375, 13.943, 11.527], [13.747, 13.566, 11.557], [12.662, 17.019, 6.150], [14.250, 17.120, 6.909], [13.319, 18.619, 6.571], [14.680, 18.971, 8.468], [15.653, 19.552, 10.659], [14.522, 18.807, 12.729], [12.508, 17.273, 12.554], [11.357, 16.037, 9.442], [10.495, 18.151, 11.697], [8.143, 16.651, 16.216], [7.831, 19.161, 16.376], [8.448, 20.631, 14.544], [10.561, 21.499, 11.674], [10.598, 21.339, 13.486], [9.078, 21.672, 12.651], [8.555, 14.053, 9.245], [9.234, 12.135, 7.752], [11.528, 11.154, 8.018], [13.104, 12.074, 9.691], [14.177, 14.079, 12.431], [14.246, 13.906, 10.665], [13.868, 12.495, 11.675], [11.006, 9.133, 18.010], [10.673, 9.037, 16.529], [10.240, 10.380, 15.997], [9.994, 10.391, 14.555], [10.439, 11.239, 13.643], [9.674, 11.411, 12.097], [11.565, 11.932, 13.856], [12.689, 11.881, 14.825], [13.039, 12.899, 15.331], [13.354, 10.546, 15.014], [14.120, 10.337, 16.151], [14.613, 9.088, 16.406], [14.531, 8.073, 15.445], [13.913, 8.309, 14.255], [13.243, 9.525, 14.099], [11.245, 8.160, 18.415], [10.226, 9.539, 18.639], [11.909, 9.731, 18.165], [9.878, 8.315, 16.366], [11.532, 8.715, 15.966], [10.965, 11.158, 16.205], [9.304, 10.695, 16.459], [9.203, 9.898, 14.137], [11.644, 12.742, 13.221], [14.213, 11.150, 16.864], [15.160, 8.851, 17.332], [15.011, 7.108, 15.593], [13.859, 7.577, 13.447], [12.695, 9.659, 13.145]],
  "mulliken_charge": [-0.701, -0.146, -1.316, 0.100, -0.616, -0.796, -0.225, -0.650, -0.679, 0.787, -1.814, -2.011, 1.343, 0.012, 0.539, 0.491, 0.554, 0.415, 0.386, 0.472, 0.384, 0.419, 0.438, 0.589, 0.158, 0.230, 1.052, 1.331, -0.721, -0.951, -0.357, 0.486, -0.385, -0.766, -1.135, 0.388, -0.413, -0.272, -0.356, 0.357, -1.620, 4.105, -2.031, -0.874, -1.213, 1.277, -0.401, -0.978, 1.352, -0.464, -0.146, -1.111, -0.887, -0.462, 0.460, 0.210, -1.415, 0.257, 0.431, 0.324, 0.512, 0.426, 0.416, 0.294, 0.585, 0.707, 0.392, 0.435, 0.463, 0.294, 0.416, 0.314, 0.633, 0.505, 0.446, 0.532, 0.262, 0.466, 0.400, -1.486, -0.018, -1.186, 0.253, -0.274, -0.639, 1.373, -0.531, -0.510, 0.858, -0.562, -0.641, -0.376, -0.696, 0.030, 0.407, 0.400, 0.310, 0.513, 0.088, 0.381, 0.700, 0.388, -0.744, 0.522, 0.436, 0.423, 0.430, 0.218]
}

{
  "formula": "H2O4S",
  "method": "ωB97M-V/def2-TZVPD",
  "largest_force_ha_per_bohr": 0.0691,
  "e_lumo_ev": -0.9,
  "e_tot_ev": -19054.032,
  "gap_ha": 0.37898,
  "symbols": ["O", "O", "O", "O", "S", "H", "H"],
  "coordinates": [[-2.960, 1.467, 0.596], [-2.276, -0.797, -0.006], [1.106, -0.159, -0.522], [2.045, -0.192, 0.505], [-2.024, 0.646, -0.051], [2.915, 0.162, 0.252], [1.193, -1.126, -0.774]],
  "mulliken_charge": [-0.363, -0.392, -0.306, -0.383, 0.746, 0.338, 0.359]
}

{
  "formula": "C3H5ClO2",
  "method": "ωB97M-V/def2-TZVPD",
  "largest_force_ha_per_bohr": 0.0845,
  "smiles": "CO[C@H](Cl)C=O",
  "e_lumo_ev": 0.8,
  "e_tot_ev": -19807.284,
  "gap_ha": 0.38738,
  "symbols": ["C", "C", "C", "O", "O", "Cl", "H", "H", "H", "H", "H"],
  "coordinates": [[-1.957, 0.879, -0.252], [1.769, -0.251, -0.008], [-0.478, -0.089, 0.120], [-2.277, 1.806, 0.393], [0.541, 0.131, -0.658], [-1.199, -1.876, 0.114], [-2.354, 0.482, -1.195], [2.013, 0.600, 0.660], [2.630, -0.389, -0.638], [1.503, -1.269, 0.318], [-0.190, -0.024, 1.147]],
  "mulliken_charge": [0.112, -0.634, -0.109, -0.384, -0.304, -0.272, 0.313, 0.275, 0.253, 0.325, 0.426]
}

{
  "formula": "C5H7N3",
  "method": "ωB97M-V/def2-TZVPD",
  "largest_force_ha_per_bohr": 0.1403,
  "smiles": "C[C@H]1Cn2ncnc21",
  "e_lumo_ev": 0.8,
  "e_tot_ev": -9765.106,
  "gap_ha": 0.37655,
  "symbols": ["C", "C", "C", "C", "C", "H", "H", "H", "H", "H", "H", "H", "N", "N", "N"],
  "coordinates": [[-0.126, -1.901, -0.708], [-0.685, -0.782, 0.344], [0.652, -0.368, 1.217], [-0.095, 2.574, -0.745], [-0.588, 0.592, -0.125], [-1.026, -2.122, -1.393], [0.785, -1.288, -1.226], [0.213, -2.846, -0.284], [-1.623, -0.755, 0.870], [0.556, -0.583, 2.388], [1.636, -0.862, 0.946], [0.051, 3.450, -1.172], [0.376, 0.999, 0.606], [0.788, 2.296, 0.264], [-0.916, 1.595, -0.981]],
  "mulliken_charge": [-1.068, 0.104, -0.510, -0.027, 0.101, 0.277, 0.294, 0.349, 0.401, 0.257, 0.271, 0.538, 0.597, -0.826, -0.756]
}

{
  "formula": "C2HClO",
  "method": "ωB97M-V/def2-TZVPD",
  "largest_force_ha_per_bohr": 0.0335,
  "smiles": "O=C=CCl",
  "e_lumo_ev": 0.0,
  "e_tot_ev": -16658.674,
  "gap_ha": 0.33857,
  "symbols": ["C", "C", "O", "Cl", "H"],
  "coordinates": [[-0.057, -0.475, -0.002], [-0.231, 0.830, 0.007], [-0.392, 1.992, -0.004], [1.546, -1.164, -0.001], [-0.865, -1.182, -0.001]],
  "mulliken_charge": [-0.529, 0.667, -0.328, -0.151, 0.342]
}

What is the formula in the sixth record? C2HClO